Computed, not measured: a cluster of 4 separate species, C29H67BrIN7O11P in total, with ωB97M-V/def2-TZVPD.

Atoms and positions in Å:
C -7.20272 4.48757 -2.77081
C -6.67100 4.93590 -1.40440
C -5.23118 5.44353 -1.42737
O -4.31059 4.55011 -0.78185
C -4.05327 3.36087 -1.40494
N -2.90465 3.40799 -2.37966
C -3.06597 3.87213 -3.77610
C -2.98762 2.75585 -4.81180
C -3.91440 1.56879 -4.52993
C -4.44866 0.96825 -5.81920
O -5.19275 1.93360 -6.54566
C -2.06297 2.43827 -2.05595
N -0.83904 2.30030 -2.50794
C 0.02347 1.19764 -2.09082
O -0.46065 -0.05208 -2.52469
N -0.65492 -0.04324 -3.94850
O -1.25677 -0.97207 -4.28394
N -2.55330 1.53134 -1.09445
C -3.48151 2.40633 -0.34116
I -5.05028 1.28804 0.56317
P -2.35318 3.36885 0.82187
O -3.37855 3.91012 1.91192
Br -1.42889 1.62963 1.88663
H -8.00519 3.76033 -2.66884
H -6.42167 4.01099 -3.37060
H -7.57061 5.33239 -3.34840
H -7.29208 5.76961 -1.07677
H -6.79148 4.15834 -0.65095
H -4.91692 5.66102 -2.45049
H -5.14329 6.37464 -0.87649
H -4.90310 2.95198 -1.95748
H -2.30830 4.62751 -3.99015
H -4.03214 4.36142 -3.84865
H -3.28218 3.20884 -5.75906
H -1.95631 2.42513 -4.94273
H -3.34397 0.77177 -4.03611
H -4.73328 1.83402 -3.85877
H -5.06325 0.09777 -5.58524
H -3.61696 0.61524 -6.43113
H -6.12453 1.71583 -6.50166
H -0.48744 2.97984 -3.16494
H 0.03113 1.15701 -1.00565
H 1.01405 1.39394 -2.49483
H -3.08888 0.82186 -1.59603
H -2.90839 3.99065 2.79071
C 6.69749 -2.27572 -0.07461
O 5.78017 -1.33674 0.45524
C 5.50059 -0.23171 -0.38795
C 4.07870 -0.29263 -0.90389
N 3.90327 -1.38534 -1.84755
C 2.52151 -1.66077 -2.21484
C 1.55094 -2.10834 -1.12350
O 1.82907 -3.39129 -0.60721
C 2.80976 -3.44215 0.41678
H 6.95330 -2.96268 0.72916
H 6.27194 -2.85225 -0.90333
H 7.61108 -1.78448 -0.42106
H 6.21293 -0.18035 -1.21667
H 5.61434 0.67577 0.21190
H 3.84576 0.65220 -1.40968
H 3.41911 -0.37540 -0.02760
H 4.31011 -2.22494 -1.45663
H 2.53701 -2.44570 -2.97511
H 2.11812 -0.76347 -2.69907
H 0.56032 -2.18180 -1.57517
H 1.46773 -1.37642 -0.30712
H 2.79121 -2.54368 1.03912
H 3.81326 -3.57851 0.00517
H 2.59138 -4.30747 1.04170
C 1.82374 7.34245 5.42317
O 2.07214 5.95585 5.54638
C 1.87735 5.43329 6.85625
C 0.67652 4.51607 6.90181
N -0.56246 5.26108 6.72434
C -1.74930 4.44054 6.52528
C -1.79692 3.53305 5.30413
O -1.86978 4.23313 4.06137
C -0.63137 4.68109 3.51715
H 2.17484 7.64691 4.43867
H 0.75783 7.58489 5.50554
H 2.36951 7.91302 6.17951
H 1.77791 6.24257 7.58481
H 2.76759 4.85432 7.11385
H 0.65171 4.00973 7.87091
H 0.82543 3.74755 6.12952
H -0.45790 5.88527 5.93536
H -2.60738 5.11504 6.47290
H -1.89274 3.81636 7.41212
H -2.71308 2.94179 5.36552
H -0.96560 2.82161 5.27572
H 0.19128 4.00455 3.75128
H -0.38574 5.69110 3.84730
H -0.75801 4.70956 2.43531
C 5.13270 -8.13989 -1.84582
O 4.41759 -7.23210 -1.03220
C 3.15234 -6.83633 -1.54891
C 2.01871 -7.40713 -0.72760
N 1.91061 -8.84782 -0.89952
C 0.99018 -9.50790 0.02030
C 1.28907 -9.44526 1.51351
O 2.43657 -10.16784 1.91098
C 3.66757 -9.48463 1.78667
H 6.13647 -8.22154 -1.43281
H 4.67836 -9.13650 -1.85688
H 5.20555 -7.77774 -2.87596
H 3.05456 -7.11644 -2.60221
H 3.10631 -5.74509 -1.48538
H 1.08260 -6.93925 -1.04783
H 2.19534 -7.11791 0.31869
H 2.82809 -9.26058 -0.79368
H 0.95124 -10.56263 -0.26157
H -0.01212 -9.09891 -0.14627
H 0.44958 -9.91737 2.03002
H 1.34469 -8.41330 1.88358
H 3.55190 -8.41076 1.96083
H 4.12836 -9.63787 0.80622
H 4.34328 -9.89001 2.53938

Forces on atoms 1 to 3 (eV/Å):
0.245 -0.255 0.039
-0.279 0.349 -0.300
-0.278 0.135 0.096

Results
Energy: -5568.72327 hartree
Gap between HOMO and LUMO: 6.471 eV
E_LUMO: -3.2 eV
Charge: +1

---

Computed, not measured: the ion C13H22N3O5 with charge -1 in a non-equilibrium geometry, with ωB97M-V/def2-TZVPD.

Atoms and positions in Å:
O -0.63348 2.13858 -4.07485
O -3.10285 -3.59709 -0.89042
O 0.17398 -3.42090 3.07107
O 1.58168 -1.20585 -1.20416
O -2.83566 -2.02364 0.69423
C 0.53353 1.78715 -3.71792
C -2.47712 -2.99428 0.02211
C -0.40619 -2.58497 2.36335
C 0.51203 -0.70499 -0.87552
N -1.32138 -1.71592 2.96557
N -0.18745 -1.17091 0.20941
N 0.78974 1.03761 -2.62256
C 1.73036 1.92221 -4.62449
C -1.77317 -1.75797 4.44210
C 0.98981 3.75996 0.58664
C 1.58373 1.37255 1.05313
C 1.05309 2.33614 -0.02732
C -1.11809 -3.56740 0.23845
C -0.36330 1.79952 -0.55249
C -0.06809 -2.54588 0.90144
C -0.03713 0.59401 -1.50833
H -2.06248 -1.38610 2.32260
H -0.93497 -0.62263 0.56765
H 1.66810 0.63682 -2.57923
H 2.31480 0.99808 -4.72047
H 2.48256 2.70617 -4.24875
H 1.29627 2.32436 -5.59740
H -2.36203 -2.70789 4.70812
H -0.97068 -1.73656 5.18347
H -2.44305 -0.96213 4.52224
H 1.99601 4.08759 0.79597
H 0.59922 4.56103 -0.09540
H 0.45142 3.72548 1.50329
H 0.82483 1.17737 1.82340
H 2.58814 1.77489 1.43063
H 1.89542 0.43519 0.63066
H 1.78712 2.34529 -0.84551
H -0.72848 -3.66535 -0.70273
H -1.18740 -4.52516 0.73312
H -0.89679 1.38173 0.33197
H -0.91211 2.61839 -0.96391
H 0.93533 -3.04120 0.73400
H -0.96528 0.41672 -1.98319

Forces on atoms 1 to 3 (eV/Å):
3.031 -0.249 1.229
0.009 0.512 0.678
-0.336 0.544 -0.769

Results
Relative energy (zero: lowest compared OMol25 entry of this formula, charge and spin): 237.9 kJ/mol
SMILES string: CNC(=O)[C@@H](CC(=O)[O-])NC(=O)[C@@H](CC(C)C)NC(C)=O
Energy: -1049.11971 hartree
Gap between HOMO and LUMO: 7.619 eV
E_LUMO: 2.7 eV
Charge: -1

---

Computed, not measured: a cluster of 3 separate species, C5H15NO2 in total in a non-equilibrium geometry, with ωB97M-V/def2-TZVPD.

Atoms and positions in Å:
C -1.44971 1.18062 -1.02659
C -1.34056 -0.30925 -0.68560
C 0.05393 -0.74987 -0.98841
C 1.08345 -0.21053 -0.20048
N 2.35475 -0.37762 -0.53759
C 0.28311 -1.38636 -2.31967
H -2.43962 1.55927 -0.79513
H -0.81800 1.71012 -0.31339
H -1.14647 1.48400 -2.02577
H -1.55896 -0.44460 0.37636
H -2.07282 -0.94298 -1.19362
H 0.97610 0.13673 0.82121
H 3.09606 0.10794 -0.04464
H 2.59039 -0.87804 -1.37937
H 0.26605 -2.48069 -2.22942
H 1.20566 -1.11675 -2.84350
H -0.50854 -1.05540 -2.98417
H -0.39508 -1.73961 2.82497
H 1.13002 -1.94212 2.47528
O 0.49236 -1.38369 2.95187
H -1.96926 2.49945 1.45361
H -1.09334 2.82337 2.73772
O -1.18283 2.95998 1.78296

Forces on atoms 1 to 3 (eV/Å):
0.188 0.483 0.788
-0.159 -0.813 0.284
-0.420 0.965 -0.562

Results
Relative energy (zero: lowest compared OMol25 entry of this formula, charge and spin): 26.2 kJ/mol
Multiplicity: 2
Energy: -404.44897 hartree
Gap between HOMO and LUMO (alpha / beta): 10.544 / 7.937 eV
E_LUMO (alpha / beta): -3.3 / -6.5 eV
Charge: +1

---

Computed, not measured: a cluster of 3 separate species, C2H10N2O3 in total in a non-equilibrium geometry, with ωB97M-V/def2-TZVPD.

Atoms and positions in Å:
O -0.93741 0.51595 0.01863
C -0.32012 1.01403 0.94619
N 1.01506 0.92666 1.14056
C 1.97188 0.59481 -0.04897
N 1.33241 -0.00252 -1.13354
H -0.96260 1.56589 1.77340
H 1.45444 1.33612 1.99116
H 2.18738 1.70582 -0.14085
H 2.77510 -0.13877 0.29396
H 0.50647 0.46962 -1.55488
H 1.62253 -0.94101 -1.39749
H -3.15448 -2.09697 -3.92232
H -3.05853 -2.48918 -5.47860
O -3.15326 -2.81087 -4.55138
H -0.43588 -0.39792 4.63920
H -0.04139 0.57712 3.48059
O -0.80162 0.17122 3.94435

Forces on atoms 1 to 3 (eV/Å):
-0.036 0.644 0.302
-1.751 0.211 1.218
0.275 -0.751 0.895

Results
Relative energy (zero: lowest compared OMol25 entry of this formula, charge and spin): 241.3 kJ/mol
SMILES string: NCNC=O.O.O
Energy: -417.38161 hartree
Gap between HOMO and LUMO: 9.182 eV
E_LUMO: 0.5 eV

---

Computed, not measured: a cluster of 2 separate species, CH8NO in total in a non-equilibrium geometry, with ωB97M-V/def2-TZVPD.

Atoms and positions in Å:
O 0.82160 -1.50435 -1.35886
H 1.14717 -1.21533 -2.21598
H -0.03504 -0.62135 -0.20555
H 0.31221 -2.27950 -1.57950
C -0.03787 1.32720 0.74462
N -0.61797 -0.07612 0.55574
H -0.49958 1.69760 1.68717
H 1.04626 1.33629 0.64712
H -0.08868 1.93730 -0.08549
H -1.60265 -0.13726 0.38946
H -0.44546 -0.46449 1.42126

Forces on atoms 1 to 3 (eV/Å):
-0.084 0.394 0.186
0.258 0.309 -0.090
-0.979 0.601 0.824

Results
Relative energy (zero: lowest compared OMol25 entry of this formula, charge and spin): 67.5 kJ/mol
Energy: -172.62423 hartree
Gap between HOMO and LUMO: 13.471 eV
E_LUMO: -3.6 eV
Charge: +1

---

Computed, not measured: a cluster of 11 separate species, C4H29NO11 in total in a non-equilibrium geometry, with ωB97M-V/def2-TZVPD.

Atoms and positions in Å:
C 0.35043 -0.03512 -1.53790
N 0.99845 -1.31552 -1.80975
C 0.07967 -2.45262 -1.78383
C 2.05727 -1.52234 -0.79243
C 3.45757 -0.99473 -1.24462
O 4.33314 -1.28586 -0.49226
H -0.20818 0.14887 -0.53663
H 1.13246 0.71034 -1.69505
H -0.35479 0.12349 -2.35779
H 0.05797 -2.92484 -2.81031
H -0.93898 -2.13097 -1.60737
H 0.31574 -3.26419 -1.09547
H 2.34713 -2.60016 -0.67885
H 1.85198 -1.00879 0.16795
H 3.47643 -0.53484 -2.21908
H 3.26394 2.92668 0.33041
H 2.67531 3.25486 -1.19493
O 3.01290 2.64867 -0.54322
H 0.57348 2.27430 1.95998
H 1.40998 1.16429 1.45428
O 0.52851 1.53021 1.36153
H -0.56415 1.73453 4.36345
H -0.84131 1.29444 2.92635
O -0.86270 1.00559 3.81667
H -3.79336 0.03310 1.90515
H -3.80785 1.39991 1.45345
O -4.43589 0.71262 1.65272
H -1.24331 -2.99841 1.72824
H -2.61485 -2.52063 1.78796
O -2.03231 -3.00163 1.17998
H -0.95012 -0.12995 1.28993
H -1.59325 -1.19606 0.75065
O -1.86767 -0.27524 0.98931
H -1.59983 1.59449 -0.00816
H -3.03442 1.61195 -0.00434
O -2.31291 1.73245 -0.65553
H 0.86384 0.05215 -4.01831
H 0.93180 -1.45898 -3.88186
O 0.79936 -0.74443 -4.54950
H -1.18292 3.29725 -1.20947
H 0.33801 3.60701 -0.65990
O -0.50984 3.95151 -0.91443
H 0.61428 -1.85270 3.34043
H -0.62781 -0.97727 3.20768
O -0.09321 -1.58345 2.63487

Forces on atoms 1 to 3 (eV/Å):
-0.301 1.418 -1.627
-1.016 -0.970 6.156
-0.511 -1.215 -2.480

Results
Relative energy (zero: lowest compared OMol25 entry of this formula, charge and spin): 457.5 kJ/mol
Multiplicity: 2
Energy: -1051.76173 hartree
Gap between HOMO and LUMO (alpha / beta): 10.349 / 5.295 eV
E_LUMO (alpha / beta): -3.4 / -8.5 eV
Charge: +1